[1]
{"formula": "C9H14O", "method": "wB97M-V/def2-TZVPD", "species": ["C", "C", "C", "C", "C", "O", "C", "C", "H", "H", "H", "H", "H", "H", "H", "H", "C", "C", "H", "H", "H", "H", "H", "H"], "positions_angstrom": [[1.69, -1.56, 1.47], [0.61, -1.21, 0.47], [-0.63, -0.84, 0.98], [-1.71, -0.80, 0.07], [-1.58, -1.24, -1.24], [-2.53, -1.10, -2.22], [-0.28, -1.48, -1.73], [0.77, -1.60, -0.85], [1.70, -0.95, 2.38], [2.69, -1.51, 1.08], [1.57, -2.61, 1.77], [-0.65, -0.50, 2.00], [-2.71, -0.59, 0.42], [-3.27, -0.66, -1.80], [-0.30, -1.62, -2.81], [1.78, -1.85, -1.19], [1.12, 2.60, -0.03], [-0.38, 2.52, 0.28], [1.63, 3.18, 0.76], [1.47, 1.56, 0.02], [1.37, 3.10, -0.96], [-0.86, 2.09, -0.61], [-0.91, 3.35, 0.73], [-0.58, 1.72, 1.01]], "orbital_gap_ev": 9.30, "energy_ev": -11606.8570, "smiles": "Cc1ccc(O)cc1.CC", "de_lowest_ev": 0.7797}

***

[2]
{"formula": "C9H14O", "method": "wB97M-V/def2-TZVPD", "species": ["C", "C", "C", "C", "C", "O", "C", "C", "H", "H", "H", "H", "H", "H", "H", "H", "C", "C", "H", "H", "H", "H", "H", "H"], "positions_angstrom": [[-0.40, 0.96, 2.44], [-0.31, -0.15, 1.43], [0.89, -0.56, 0.85], [0.81, -1.63, -0.04], [-0.34, -2.23, -0.49], [-0.38, -3.17, -1.47], [-1.53, -1.79, 0.10], [-1.49, -0.78, 1.03], [0.48, 1.07, 3.08], [-1.28, 0.80, 3.06], [-0.59, 1.95, 2.04], [1.87, -0.22, 1.15], [1.77, -1.93, -0.45], [0.49, -3.57, -1.61], [-2.46, -2.22, -0.24], [-2.38, -0.23, 1.23], [0.99, 2.04, -0.93], [0.23, 1.28, -2.00], [1.36, 2.94, -1.42], [0.30, 2.52, -0.24], [1.91, 1.63, -0.52], [0.30, 0.20, -1.90], [0.56, 1.44, -3.03], [-0.80, 1.63, -2.06]], "orbital_gap_ev": 9.25, "energy_ev": -11606.8660, "smiles": "Cc1ccc(O)cc1.CC", "de_lowest_ev": 0.7707}